C32H31Cl2F12N5O2S2W | ωB97M-V/def2-TZVPD

The geometry in XYZ format:
```
87
Properties=species:S:1:pos:R:3:forces:R:3:lowdin_charge:R:1
W -1.085040 -0.322470 -0.234419 -0.7 0.0 -0.4 1.557
C 1.290703 -0.316106 6.220359 0.0 0.0 0.0 -0.044
C 0.744819 0.075721 4.874932 0.0 0.0 0.0 -0.257
C 1.430695 0.965636 4.053312 0.0 0.0 0.0 -0.046
C 0.913095 1.316825 2.826397 0.1 0.1 0.0 -0.122
C -0.312893 0.826122 2.368583 0.1 -0.2 0.0 -0.338
N -0.793013 1.238793 1.090206 -0.1 -0.1 0.1 -0.106
C -1.223104 2.583731 1.027655 0.0 -0.1 0.0 -0.178
C -0.852608 3.486896 2.042301 -0.1 0.1 0.0 -0.009
C -1.207625 4.819130 2.041694 0.1 0.0 0.1 -0.031
C -1.973510 5.359623 1.023903 -0.1 0.0 -0.1 -0.268
C -2.382009 6.807155 1.002968 0.0 0.0 0.0 -0.049
C -2.391965 4.478430 0.044430 0.0 0.0 0.0 0.007
C -2.063010 3.119843 0.028320 0.1 0.0 -0.1 -0.067
C -2.694865 2.270672 -1.062849 -0.1 0.0 0.1 -0.295
O -2.313620 0.951711 -1.086397 0.1 0.2 -0.1 -0.282
C -4.251079 2.209054 -0.884270 0.0 -0.2 0.0 -0.534
F -4.833693 1.614866 -1.950227 0.1 0.0 0.1 0.150
F -4.546804 1.475597 0.189738 0.0 0.1 -0.2 0.173
F -4.832965 3.403019 -0.741483 0.0 0.0 0.0 0.166
C -2.355691 2.834777 -2.478373 0.0 0.1 0.0 -0.528
F -2.678257 1.972922 -3.458816 -0.1 0.0 0.1 0.138
F -2.962582 3.988409 -2.781449 0.0 0.0 0.1 0.166
F -1.022902 3.038553 -2.568602 -0.1 0.0 0.0 0.149
C -0.965414 -0.134035 3.146617 0.0 -0.1 0.0 -0.090
C -0.434908 -0.468304 4.393652 0.0 0.0 0.0 0.024
C -2.189831 -0.872508 2.589167 0.1 0.1 0.1 -0.287
O -2.159256 -1.048800 1.214305 0.0 -0.1 0.0 -0.280
C -2.287776 -2.340258 3.115961 -0.1 0.0 0.0 -0.550
F -1.124212 -2.967791 2.905588 0.0 0.0 0.0 0.164
F -3.237332 -3.013377 2.461270 0.0 0.0 0.0 0.170
F -2.577374 -2.450803 4.427642 0.0 0.0 -0.1 0.142
C -3.468327 -0.081306 2.970755 0.0 0.0 0.0 -0.543
F -3.642558 -0.053372 4.303136 0.0 0.0 -0.1 0.164
F -3.379759 1.188049 2.555624 0.1 -0.1 0.1 0.171
F -4.567863 -0.608159 2.423291 0.0 0.0 0.0 0.172
H 1.473354 0.563643 6.839739 0.0 0.0 0.0 0.081
H 0.597172 -0.966677 6.751749 0.0 0.0 0.0 0.077
H 2.239031 -0.847419 6.116851 0.0 0.0 0.0 0.082
H 2.383881 1.373830 4.370671 0.0 0.0 0.0 0.120
H 1.463722 1.986310 2.175844 0.0 0.0 0.0 0.129
H -0.277788 3.142750 2.882699 0.0 0.0 0.0 0.093
H -0.872731 5.445024 2.862052 0.0 0.0 0.0 0.115
H -1.742419 7.404029 1.653317 0.0 0.0 0.0 0.073
H -2.320754 7.219698 -0.004967 0.0 0.0 0.0 0.078
H -3.411743 6.930344 1.346596 0.0 0.0 0.0 0.083
H -3.027579 4.868365 -0.733810 0.0 0.0 -0.1 0.115
H -0.947984 -1.186670 5.013345 0.0 0.0 0.0 0.117
N -2.128513 -1.344008 -2.041594 0.2 0.0 0.0 -0.127
C -1.305691 -1.279666 -3.278562 0.0 0.0 0.1 -0.244
C -0.359398 -0.079532 -3.291126 0.0 -0.1 0.0 -0.203
N 0.243763 0.204917 -1.961361 -0.2 0.0 -0.1 -0.113
H -2.435634 -2.299719 -1.896135 0.0 0.0 0.1 0.081
H -2.941582 -0.743708 -2.121480 -0.1 0.1 0.0 0.094
H -1.939801 -1.232000 -4.166148 0.0 0.0 0.0 0.122
H -0.733485 -2.201292 -3.319729 0.0 0.0 0.0 0.069
H -0.887217 0.811521 -3.607458 0.0 0.0 0.0 0.085
H 0.425843 -0.275416 -4.024650 0.0 0.0 0.0 0.120
H 0.462457 1.195228 -1.914673 0.0 0.1 0.0 0.095
H 1.136458 -0.278920 -1.857984 0.1 -0.1 0.0 -0.037
Cl 1.574105 -1.170017 1.434364 0.4 0.0 0.3 0.822
C 2.014661 -2.770836 1.001901 -0.1 -0.1 -0.1 -0.659
C 3.070446 -3.380034 1.654394 0.0 0.0 0.0 -0.101
C 3.426430 -4.671899 1.304524 0.0 0.0 0.0 -0.082
C 2.722780 -5.330176 0.309396 0.0 0.0 0.0 -0.121
C 1.666429 -4.697399 -0.323725 0.0 0.0 0.0 -0.688
Cl 0.844197 -5.576154 -1.583120 0.0 0.0 0.0 0.661
C 1.265319 -3.398437 0.006165 0.0 0.1 -0.1 -0.681
S -0.078336 -2.643970 -0.831945 0.1 0.0 0.4 0.641
H 3.605400 -2.838187 2.422609 0.0 0.0 0.0 0.108
H 4.249900 -5.164503 1.803987 0.0 0.0 0.0 0.105
H 2.984057 -6.338004 0.016975 0.0 0.0 0.0 0.102
C 2.910386 -3.208720 -3.243595 -0.1 0.0 0.0 -0.060
N 3.616036 -2.067939 -3.786078 -0.1 -0.2 -0.1 -0.161
C 4.242899 -2.104527 -5.100557 0.0 0.0 0.0 -0.108
C 4.955478 -0.737979 -5.193742 0.0 0.0 0.0 -0.129
N 4.602875 -0.125469 -3.921633 0.0 0.0 -0.1 0.008
C 3.905709 -0.952133 -3.107120 0.1 0.2 0.1 -0.833
S 3.502936 -0.600839 -1.518257 0.0 0.0 -0.1 0.655
H 2.364354 -3.706348 -4.045822 0.0 0.0 0.0 0.092
H 2.198512 -2.870027 -2.487925 0.1 0.0 -0.1 0.023
H 3.595232 -3.925241 -2.783909 0.0 0.0 0.0 0.099
H 3.488415 -2.236465 -5.878868 0.0 0.0 0.0 0.120
H 4.942085 -2.941919 -5.164385 0.0 0.0 0.0 0.123
H 4.590733 -0.144306 -6.032152 0.0 0.0 0.0 0.112
H 6.035511 -0.849771 -5.296718 0.0 0.0 0.0 0.115
H 5.042623 0.692421 -3.542871 0.0 0.0 0.0 0.127
```
Forces are in eV/Å.

The value obtained for the energy relative to the best compared isomer or geometry (same formula, charge and spin) is 0.0 kcal/mol. Its spin multiplicity is 3. As for the LUMO energy (spin up / spin down): 0.080 / 0.155 eV. As for the HOMO energy (spin up / spin down): -0.2552 / -0.2774 hartree.